Here is C67H62BKN2O5P2S3 as an isolated structure at a distorted geometry from the OMol25 dataset. Energies are from ωB97M-V with the def2-TZVPD basis set.

Output
- electronic energy (Eh) = -5578.053782
- ΔE to the lowest compared entry with this formula, charge and spin (kJ/mol) = 109.64
- spin multiplicity = 1
- net charge = 0
- gap between HOMO and LUMO (eV) = 6.8

Structure (XYZ):
```
143
Properties=species:S:1:pos:R:3:forces:R:3
K 0.105 -0.070 -0.312 0.096 -0.543 -0.096
O -2.048 0.968 -0.469 -0.649 0.410 -0.034
S -2.928 -0.169 -0.880 -0.406 0.241 -0.183
C -4.144 -0.250 0.443 0.010 -0.105 -0.108
C -5.252 -1.071 0.270 -0.117 -0.050 0.047
C -6.211 -1.181 1.264 0.073 -0.012 -0.116
C -6.046 -0.472 2.441 -0.009 0.016 0.033
C -4.899 0.276 2.634 -0.038 0.029 0.082
C -3.895 0.369 1.669 0.063 0.079 -0.009
P -2.335 1.277 2.154 -0.134 0.135 -0.036
C -3.205 2.865 2.493 0.092 -0.085 0.090
C -3.613 3.569 1.362 0.060 0.020 -0.065
C -4.297 4.764 1.484 -0.041 0.088 -0.015
C -4.573 5.284 2.741 -0.011 0.015 0.041
C -4.161 4.596 3.871 -0.047 0.070 0.007
C -3.485 3.390 3.748 0.018 -0.031 0.088
C -2.018 0.607 3.835 -0.016 -0.050 -0.113
C -1.033 1.284 4.559 -0.004 0.125 -0.036
C -0.538 0.777 5.746 0.055 -0.009 0.109
C -0.994 -0.447 6.222 0.007 -0.016 0.023
C -1.948 -1.144 5.500 0.033 0.022 0.083
C -2.457 -0.620 4.320 -0.046 0.018 -0.044
C -3.780 0.571 -2.305 -0.012 -0.060 0.060
C -5.126 0.396 -2.577 -0.120 -0.035 -0.023
C -5.670 0.840 -3.774 -0.036 -0.033 0.059
C -4.852 1.442 -4.709 0.010 0.006 -0.029
C -3.512 1.644 -4.419 -0.040 0.043 -0.032
C -2.943 1.245 -3.212 0.057 0.021 0.050
P -1.188 1.752 -2.817 0.002 0.235 -0.148
C -1.563 3.430 -2.153 0.024 -0.038 -0.039
C -2.460 4.329 -2.722 -0.007 -0.021 -0.075
C -2.634 5.593 -2.182 -0.015 0.031 -0.020
C -1.911 5.978 -1.062 0.011 0.008 0.040
C -1.028 5.085 -0.476 -0.057 0.072 0.041
C -0.865 3.818 -1.015 0.002 -0.020 0.030
C -0.592 2.156 -4.503 -0.055 -0.083 0.064
C -0.474 1.083 -5.388 0.007 -0.066 -0.009
C 0.093 1.254 -6.636 0.035 0.035 -0.051
C 0.587 2.497 -7.011 -0.011 -0.034 -0.018
C 0.505 3.560 -6.128 0.031 0.079 -0.087
C -0.088 3.394 -4.885 0.024 0.039 0.119
H -5.358 -1.645 -0.639 -0.010 -0.042 -0.071
H -7.076 -1.810 1.114 -0.040 -0.040 -0.018
H -6.794 -0.521 3.220 -0.039 0.000 0.038
H -4.765 0.799 3.573 0.002 -0.011 0.004
H -3.388 3.177 0.378 0.021 -0.048 -0.092
H -4.605 5.294 0.593 -0.018 0.026 -0.034
H -5.106 6.220 2.838 -0.020 0.041 0.008
H -4.371 4.991 4.855 -0.017 0.027 0.041
H -3.186 2.860 4.644 0.017 -0.029 0.005
H -0.648 2.227 4.181 0.005 -0.005 -0.006
H 0.206 1.334 6.300 0.026 0.012 0.022
H -0.605 -0.853 7.146 0.017 -0.021 0.043
H -2.297 -2.106 5.847 -0.026 -0.091 0.034
H -3.181 -1.198 3.763 -0.041 -0.016 -0.022
H -5.777 -0.071 -1.856 -0.014 -0.021 0.016
H -6.726 0.707 -3.966 -0.018 -0.010 0.003
H -5.253 1.773 -5.657 -0.013 0.015 -0.030
H -2.890 2.143 -5.150 -0.030 -0.007 -0.005
H -3.025 4.048 -3.602 0.000 -0.007 0.001
H -3.333 6.280 -2.640 -0.035 0.040 -0.018
H -2.048 6.964 -0.639 -0.003 0.034 0.015
H -0.482 5.365 0.414 0.043 0.029 0.064
H -0.208 3.108 -0.532 0.035 -0.046 0.019
H -0.817 0.101 -5.087 -0.017 -0.058 0.026
H 0.172 0.410 -7.306 0.008 -0.065 -0.065
H 1.044 2.632 -7.981 0.036 0.008 -0.084
H 0.897 4.529 -6.407 0.016 0.025 -0.013
H -0.150 4.238 -4.210 -0.007 0.004 0.018
O 2.118 -1.191 0.414 0.259 -0.364 0.472
S 3.345 -1.582 1.163 0.266 0.023 -0.094
C 4.496 -0.196 0.929 -0.014 -0.165 -0.009
C 4.610 0.245 -0.517 0.066 -0.073 -0.086
C 5.083 1.692 -0.651 0.061 0.007 -0.125
C 4.066 2.761 -0.274 -0.016 -0.083 -0.129
S 2.442 2.725 -1.105 0.283 0.182 -0.007
O 1.718 1.554 -0.522 0.823 1.013 -0.083
C 2.952 2.264 -2.753 -0.069 0.003 0.055
C 2.517 1.062 -3.281 0.052 0.021 0.012
C 2.871 0.730 -4.582 -0.003 0.027 0.030
C 3.636 1.604 -5.334 0.013 0.011 -0.031
C 4.052 2.817 -4.798 0.031 0.029 0.010
C 3.705 3.157 -3.503 -0.026 0.020 0.002
C 4.156 -2.804 0.141 0.029 0.031 0.056
C 5.250 -3.497 0.641 -0.041 -0.020 -0.015
C 5.837 -4.476 -0.143 -0.003 -0.003 0.019
C 5.319 -4.759 -1.402 0.050 -0.018 -0.022
C 4.223 -4.064 -1.884 -0.058 0.012 -0.041
C 3.629 -3.078 -1.108 0.033 0.022 0.063
H 5.449 -0.503 1.363 0.051 0.002 0.028
H 4.074 0.589 1.558 -0.067 0.040 0.068
H 3.636 0.122 -0.990 -0.001 0.023 -0.036
H 5.309 -0.408 -1.045 -0.045 0.018 0.043
H 5.409 1.859 -1.681 -0.052 0.009 0.055
H 5.965 1.854 -0.021 0.040 -0.015 -0.028
H 4.475 3.757 -0.446 0.004 0.071 -0.026
H 3.775 2.710 0.776 -0.024 0.020 0.069
H 1.902 0.394 -2.696 -0.071 -0.066 0.046
H 2.535 -0.211 -4.989 -0.031 -0.114 -0.046
H 3.901 1.348 -6.350 0.011 -0.015 -0.059
H 4.637 3.503 -5.395 0.036 0.037 -0.031
H 4.008 4.110 -3.088 0.023 0.077 0.039
H 5.628 -3.287 1.634 0.040 0.023 0.091
H 6.690 -5.025 0.229 0.067 -0.039 0.029
H 5.778 -5.528 -2.008 0.018 -0.038 -0.025
H 3.812 -4.270 -2.862 -0.030 -0.001 -0.043
H 2.769 -2.534 -1.471 -0.085 0.030 -0.032
C 2.054 -5.273 1.490 0.021 -0.099 -0.098
O 1.966 -4.083 2.252 0.080 0.280 0.257
C 2.438 -4.083 3.516 -0.128 -0.014 0.027
C 3.167 -5.122 4.085 0.000 0.022 -0.086
C 3.642 -5.022 5.385 -0.016 0.049 -0.001
C 3.389 -3.891 6.142 0.014 -0.054 0.003
C 2.632 -2.869 5.597 -0.012 -0.083 -0.077
C 2.140 -2.957 4.304 0.092 -0.313 0.146
N 1.415 -1.864 3.794 -0.165 0.361 -0.214
C 0.344 -1.821 2.997 -0.003 -0.135 0.155
C -0.589 -2.791 2.696 0.052 -0.087 0.049
C -0.758 -4.018 3.410 -0.030 -0.082 -0.080
C -1.797 -4.845 3.141 0.124 0.039 0.075
C -2.723 -4.493 2.113 -0.063 0.019 -0.029
C -2.620 -3.338 1.416 -0.050 -0.022 -0.061
C -1.548 -2.405 1.672 -0.022 -0.019 0.087
O -1.454 -1.320 1.063 -0.339 -0.499 0.456
H 1.607 -5.033 0.531 0.001 -0.036 -0.035
H 1.492 -6.076 1.972 0.023 -0.023 -0.007
H 3.095 -5.570 1.344 0.001 -0.010 -0.050
H 3.381 -6.004 3.502 0.012 -0.042 -0.014
H 4.214 -5.837 5.801 0.049 -0.064 0.030
H 3.757 -3.810 7.154 0.029 -0.003 0.050
H 2.394 -1.992 6.182 -0.031 0.098 0.050
H 1.787 -0.963 4.058 -0.013 -0.039 -0.127
H 0.164 -0.851 2.557 -0.020 0.167 0.037
H -0.070 -4.269 4.205 0.053 -0.016 0.037
H -1.936 -5.759 3.699 0.004 -0.029 0.029
H -3.538 -5.173 1.893 -0.024 -0.022 -0.004
H -3.331 -3.083 0.643 0.023 0.007 -0.004
B 1.464 -2.707 -4.109 0.019 0.064 -0.031
C 0.436 -1.872 -3.235 -0.002 0.045 0.085
N -0.286 -1.240 -2.587 -0.044 -0.442 -0.417
H 1.326 -3.884 -3.851 0.011 -0.050 0.013
H 2.586 -2.325 -3.823 0.017 0.015 0.012
H 1.229 -2.476 -5.277 0.001 -0.008 -0.061
```
Forces are in eV/Å.